Model i:
{"formula": "C9H14", "method": "wB97M-V/def2-TZVPD", "gap_ha": 0.3705, "smiles": "Cc1ccccc1.CC", "e_lumo_ev": 1.0, "homo_energy_ev": -9.0407, "elements": ["C", "C", "H", "H", "H", "H", "H", "H", "C", "C", "C", "C", "C", "C", "C", "H", "H", "H", "H", "H", "H", "H", "H"], "coordinates": [[1.712, 3.575, -1.446], [0.920, 3.546, -2.738], [2.788, 3.496, -1.633], [1.724, 4.557, -0.960], [1.345, 2.884, -0.692], [-0.037, 3.042, -2.552], [0.523, 4.497, -3.092], [1.372, 2.910, -3.500], [-1.349, -3.089, 2.078], [0.207, 0.098, -0.293], [-1.153, 0.027, -0.067], [1.115, -0.769, 0.313], [-1.680, -1.089, 0.627], [0.573, -1.796, 1.061], [-0.803, -1.959, 1.251], [0.484, 0.924, -0.940], [-1.896, 0.610, -0.593], [2.164, -0.512, 0.270], [-2.746, -1.222, 0.758], [1.264, -2.455, 1.580], [-0.868, -4.044, 1.869], [-2.420, -3.244, 1.921], [-1.276, -2.853, 3.146]], "mulliken_charge": [-0.77, -0.81, 0.26, 0.30, 0.22, 0.22, 0.34, 0.27, -1.36, -0.09, -0.70, -0.59, -0.48, -0.24, 0.75, 0.36, 0.33, 0.37, 0.31, 0.33, 0.34, 0.36, 0.28]}

***

Model ii:
{"formula": "C9H14", "method": "wB97M-V/def2-TZVPD", "gap_ha": 0.3562, "smiles": "Cc1ccccc1.CC", "e_lumo_ev": 1.0, "homo_energy_ev": -8.7255, "elements": ["C", "C", "H", "H", "H", "H", "H", "H", "C", "C", "C", "C", "C", "C", "C", "H", "H", "H", "H", "H", "H", "H", "H"], "coordinates": [[0.457, 2.591, 0.554], [0.316, 3.994, -0.025], [1.320, 2.076, 0.235], [0.336, 2.637, 1.641], [-0.294, 1.934, 0.122], [0.244, 4.819, 0.721], [-0.516, 4.130, -0.758], [1.288, 4.275, -0.572], [-0.836, -1.021, -2.406], [1.351, -1.418, 0.619], [0.827, -1.655, -0.687], [0.461, -1.170, 1.660], [-0.554, -1.245, -0.932], [-0.875, -0.855, 1.484], [-1.328, -0.976, 0.181], [2.436, -1.410, 0.721], [1.548, -2.179, -1.336], [0.885, -1.294, 2.691], [-1.436, -0.547, 2.313], [-1.847, -1.027, -2.762], [-0.277, -1.965, -2.904], [-2.358, -0.707, 0.061], [-0.254, -0.215, -2.856]], "mulliken_charge": [-0.67, -0.85, 0.33, 0.32, 0.13, 0.26, 0.26, 0.23, -1.16, -0.54, -0.45, -0.35, 0.73, -0.56, -0.37, 0.39, 0.29, 0.26, 0.48, 0.39, 0.25, 0.34, 0.27]}

***

Stability verdict: model i, ahead by 0.0378 hartree

***

Model i:
{"formula": "C9H14", "method": "wB97M-V/def2-TZVPD", "gap_ha": 0.3707, "smiles": "Cc1ccccc1.CC", "e_lumo_ev": 1.0, "homo_energy_ev": -9.0835, "elements": ["C", "C", "C", "C", "C", "C", "C", "H", "H", "H", "H", "H", "H", "H", "H", "C", "C", "H", "H", "H", "H", "H", "H"], "coordinates": [[1.324, -2.269, 1.109], [1.570, 1.453, 1.718], [1.780, 0.084, 1.823], [0.908, 1.963, 0.615], [1.165, -0.782, 0.936], [0.376, 1.131, -0.351], [0.452, -0.241, -0.128], [1.935, 2.182, 2.435], [2.489, -0.269, 2.565], [0.838, 3.028, 0.407], [0.094, 1.521, -1.320], [2.110, -2.490, 1.828], [1.669, -2.726, 0.185], [-0.003, -0.953, -0.807], [0.432, -2.836, 1.362], [-2.358, -0.302, -2.770], [-3.620, -0.351, -1.883], [-2.280, -1.191, -3.387], [-2.323, 0.656, -3.295], [-1.468, -0.357, -2.142], [-4.444, 0.229, -2.297], [-3.964, -1.387, -1.813], [-3.381, -0.021, -0.873]], "mulliken_charge": [-1.36, -0.65, -0.31, -0.30, 0.57, -0.46, -0.12, 0.34, 0.29, 0.32, 0.38, 0.36, 0.34, 0.31, 0.29, -0.31, -0.85, 0.34, 0.26, -0.26, 0.29, 0.26, 0.28]}

***

Model ii:
{"formula": "C9H14", "method": "wB97M-V/def2-TZVPD", "gap_ha": 0.3667, "smiles": "Cc1ccccc1.CC", "e_lumo_ev": 0.9, "homo_energy_ev": -9.0332, "elements": ["C", "C", "H", "H", "H", "H", "H", "H", "C", "C", "C", "C", "C", "C", "C", "H", "H", "H", "H", "H", "H", "H", "H"], "coordinates": [[0.086, -2.721, -1.838], [1.208, -2.021, -2.654], [0.500, -3.408, -1.115], [-0.550, -2.012, -1.299], [-0.609, -3.270, -2.476], [2.051, -1.957, -1.961], [1.302, -2.640, -3.539], [1.058, -0.972, -2.897], [0.889, 2.205, -0.393], [-2.099, 1.342, 1.777], [-1.222, 1.988, 0.917], [-1.570, 0.315, 2.571], [0.061, 1.538, 0.636], [-0.190, 0.091, 2.549], [0.622, 0.702, 1.588], [-3.167, 1.487, 1.847], [-1.653, 2.798, 0.332], [-2.116, -0.280, 3.292], [0.237, -0.539, 3.318], [1.602, 1.414, -0.669], [1.473, 3.071, -0.100], [1.586, 0.226, 1.435], [0.502, 2.644, -1.322]], "mulliken_charge": [-0.81, -0.73, 0.26, 0.23, 0.31, 0.23, 0.28, 0.23, -1.45, -0.46, -0.40, -0.40, 0.90, -0.39, -0.47, 0.37, 0.31, 0.37, 0.37, 0.28, 0.30, 0.31, 0.37]}

***

Model iii:
{"formula": "C9H14", "method": "wB97M-V/def2-TZVPD", "gap_ha": 0.3717, "smiles": "Cc1ccccc1.CC", "e_lumo_ev": 1.0, "homo_energy_ev": -9.1222, "elements": ["C", "C", "C", "C", "C", "C", "C", "H", "H", "H", "H", "H", "H", "H", "H", "C", "C", "H", "H", "H", "H", "H", "H"], "coordinates": [[-0.370, -2.848, -1.419], [-1.685, -1.368, 0.166], [-0.471, -1.883, -0.240], [-1.763, -0.554, 1.282], [-0.692, -0.345, 2.115], [0.654, -1.624, 0.530], [0.475, -0.975, 1.703], [-2.540, -1.509, -0.474], [-2.670, -0.003, 1.549], [0.256, -3.617, -0.961], [-0.010, -2.467, -2.341], [-0.964, 0.083, 3.095], [1.663, -1.811, 0.145], [1.486, -0.900, 2.238], [-1.405, -3.130, -1.439], [1.423, 2.568, -1.362], [0.608, 3.112, -0.163], [1.304, 1.545, -1.557], [1.034, 3.149, -2.258], [2.513, 2.887, -1.295], [0.311, 2.406, 0.654], [-0.361, 3.449, -0.406], [1.203, 3.836, 0.441]], "mulliken_charge": [-1.25, -0.61, 0.93, -0.17, -0.81, -0.45, -0.21, 0.32, 0.35, 0.33, 0.29, 0.37, 0.37, 0.19, 0.36, -0.73, -0.69, 0.25, 0.23, 0.25, 0.11, 0.32, 0.28]}

***

Model iv:
{"formula": "C9H14", "method": "wB97M-V/def2-TZVPD", "gap_ha": 0.3727, "smiles": "Cc1ccccc1.CC", "e_lumo_ev": 1.0, "homo_energy_ev": -9.1436, "elements": ["C", "C", "C", "C", "C", "C", "C", "H", "H", "H", "H", "H", "H", "H", "H", "C", "C", "H", "H", "H", "H", "H", "H"], "coordinates": [[2.009, 1.931, -0.592], [-1.463, -0.448, -1.163], [-0.285, -0.979, -1.609], [-1.445, 0.705, -0.407], [0.904, -0.268, -1.280], [-0.285, 1.381, -0.026], [0.913, 0.925, -0.631], [-2.370, -0.944, -1.552], [-0.108, -1.797, -2.195], [-2.381, 1.312, -0.156], [1.887, -0.619, -1.710], [-0.129, 2.221, 0.580], [2.925, 1.457, -0.996], [2.387, 2.408, 0.338], [1.796, 2.670, -1.228], [0.427, -1.303, 2.358], [-1.103, -1.609, 2.261], [0.548, -0.847, 1.314], [0.602, -0.582, 3.069], [0.999, -2.148, 2.591], [-1.286, -1.895, 1.250], [-1.165, -2.470, 3.031], [-1.735, -0.771, 2.206]], "mulliken_charge": [-1.67, -0.61, -0.44, -0.38, -0.35, -0.44, 0.87, 0.33, 0.56, 0.25, 0.21, 0.50, 0.37, 0.35, 0.42, -0.62, -0.85, -0.01, 0.28, 0.40, 0.19, 0.28, 0.36]}

***

Stability verdict: model i, ahead by 0.0209 hartree